# C35H32BrN3P2Pt

C35H32BrN3P2Pt as an isolated structure (ωB97M-V/def2-TZVPD, the OMol25 dataset).

Positions of all 74 atoms, in Å:
Pt (-0.110613, -0.073019, 0.180096)
C (2.162604, 1.796266, 1.435878)
P (2.139489, 0.208368, 0.530183)
C (3.102592, -1.022164, 1.443695)
C (4.083825, -1.811524, 0.847825)
C (4.726136, -2.797536, 1.583578)
C (4.389406, -3.003418, 2.912826)
C (3.399442, -2.231392, 3.506006)
C (2.748867, -1.249260, 2.776332)
C (3.075381, 0.548844, -0.991494)
C (4.419586, 0.918972, -0.925633)
C (5.118268, 1.228381, -2.080210)
C (4.478977, 1.172480, -3.313708)
C (3.142924, 0.813472, -3.386501)
C (2.441383, 0.505583, -2.227721)
C (1.058373, 2.601851, 0.813053)
C (0.759019, 3.943405, 0.782995)
C (-0.513174, 4.069132, 0.162927)
C (-0.929264, 2.797536, -0.160967)
C (-2.204789, 2.260707, -0.738315)
P (-2.098833, 0.416235, -0.832970)
C (-2.204608, 0.004767, -2.603757)
C (-3.161201, 0.605083, -3.422214)
C (-3.237880, 0.284405, -4.767587)
C (-2.362798, -0.649399, -5.309273)
C (-1.415244, -1.258731, -4.501870)
C (-1.335101, -0.929556, -3.155070)
C (-3.667781, -0.169971, -0.133676)
C (-3.953829, 0.217668, 1.176577)
C (-5.091570, -0.257039, 1.806110)
C (-5.947511, -1.124772, 1.137043)
C (-5.663529, -1.513504, -0.162857)
C (-4.524820, -1.036802, -0.800207)
N (0.032459, 1.909304, 0.225814)
H (3.143172, 2.270510, 1.380788)
H (1.926293, 1.570118, 2.480208)
H (4.354168, -1.657477, -0.188934)
H (5.491549, -3.403706, 1.116123)
H (4.893407, -3.771200, 3.486033)
H (3.121173, -2.399951, 4.538155)
H (1.940137, -0.683673, 3.226281)
H (4.923757, 0.963306, 0.033174)
H (6.159319, 1.517884, -2.019350)
H (5.024880, 1.418727, -4.215409)
H (2.636714, 0.784472, -4.342919)
H (1.386035, 0.258067, -2.268022)
H (1.376081, 4.739977, 1.166890)
H (-1.054993, 4.982068, -0.026902)
H (-2.421347, 2.645499, -1.737110)
H (-3.058130, 2.510451, -0.103847)
H (-3.858802, 1.322934, -3.006011)
H (-3.980424, 0.762044, -5.393390)
H (-2.420980, -0.897399, -6.361282)
H (-0.732816, -1.988819, -4.917969)
H (-0.585807, -1.390455, -2.524237)
H (-3.261457, 0.852250, 1.721182)
H (-5.302743, 0.040600, 2.824995)
H (-6.836063, -1.496917, 1.631155)
H (-6.327972, -2.189503, -0.685916)
H (-4.305328, -1.352608, -1.812186)
Br (-0.685752, 0.043289, 3.057630)
N (-1.940685, -2.501176, 1.386335)
C (-0.972766, -3.019109, 0.604875)
C (-0.909677, -4.413194, 0.368144)
C (0.067157, -4.932977, -0.428009)
C (1.000031, -4.066526, -1.012160)
C (0.874282, -2.730836, -0.760837)
N (-0.091453, -2.183151, 0.022205)
H (-2.472015, -3.166628, 1.924502)
H (-1.700047, -1.644075, 1.905522)
H (-1.642500, -5.048931, 0.846424)
H (0.125304, -6.001086, -0.592875)
H (1.801033, -4.422411, -1.642486)
H (1.555480, -2.020859, -1.210176)

Force components x, y, z for each atom (eV/Å):
0.12 -0.25 -0.42
-0.06 0.05 -0.02
0.19 -0.02 0.05
-0.03 0.02 0.06
0.01 0.02 0.01
0.00 0.00 -0.01
0.01 -0.02 0.02
-0.01 0.00 -0.01
0.03 -0.02 -0.01
0.03 -0.01 0.06
0.02 0.00 0.00
-0.02 0.00 -0.01
0.02 0.00 0.01
-0.03 0.00 -0.01
-0.02 0.02 0.00
0.03 -0.21 0.02
-0.01 0.05 -0.09
0.09 0.03 -0.04
-0.09 -0.17 -0.07
0.04 0.04 0.01
-0.21 0.03 -0.06
-0.04 0.01 0.03
-0.05 0.02 0.01
0.02 -0.01 0.01
-0.01 0.01 0.00
0.01 -0.01 0.00
0.03 0.02 0.03
-0.01 0.08 -0.01
0.02 -0.02 0.02
-0.01 -0.02 -0.01
-0.01 0.02 0.01
0.01 0.00 -0.01
0.00 -0.04 0.01
-0.08 0.17 0.22
-0.02 0.04 -0.02
0.02 -0.02 0.00
0.00 0.01 -0.01
0.00 0.00 0.00
0.00 0.00 0.00
0.00 0.00 0.00
0.01 0.00 0.01
-0.01 0.00 0.00
0.00 0.00 0.00
0.00 0.00 0.00
0.01 0.00 0.00
0.00 -0.01 0.00
-0.01 0.01 0.01
0.00 0.01 0.02
0.05 0.04 0.01
-0.01 -0.03 -0.01
0.01 0.00 0.01
0.00 0.00 0.00
0.00 -0.01 0.00
0.00 0.00 0.00
-0.01 -0.01 0.00
-0.01 -0.01 -0.01
0.00 0.00 0.00
0.00 0.00 0.00
0.00 0.00 0.00
0.00 0.00 -0.01
-0.10 0.00 0.25
0.06 0.10 0.19
-0.03 0.00 0.02
-0.03 0.02 0.02
0.05 0.01 -0.02
-0.01 -0.03 0.00
-0.06 0.18 0.04
0.16 -0.13 -0.16
-0.01 0.02 -0.04
-0.06 0.03 -0.10
0.00 0.01 0.01
-0.01 0.00 -0.01
0.00 0.00 0.00
0.02 0.00 0.02

Summary:
DFT total energy	-133155.6597	eV
strongest force on any atom	0.5	eV/Å
2S+1	1
energy above the lowest of the compared OMol25 structures with the same formula, charge and spin	0.000	eV
Kohn-Sham gap	0.277	Eh

=====

# C5H10O

C5H10O in the gas phase in a non-equilibrium geometry (ωB97M-V/def2-TZVPD, the OMol25 dataset).

Positions of all 16 atoms, in Å:
C (1.956301, -0.814499, -0.142488)
O (1.093033, 0.262348, -0.259611)
C (0.386111, 0.712060, 0.921112)
C (-0.962114, 1.016927, 0.396488)
C (-1.943769, -0.036936, 0.032181)
C (-0.958615, -0.165917, -1.024087)
H (1.550421, -1.623769, 0.489045)
H (2.130325, -1.217799, -1.150951)
H (2.894408, -0.450653, 0.271932)
H (0.403232, -0.090204, 1.675468)
H (0.913872, 1.591313, 1.317739)
H (-1.187614, 2.064279, 0.169866)
H (-2.885951, 0.357762, -0.306931)
H (-2.010252, -0.887117, 0.703815)
H (-0.429162, -1.131860, -1.160883)
H (-0.950222, 0.414070, -1.932688)

Force components x, y, z for each atom (eV/Å):
0.56 -0.17 0.23
1.31 0.63 0.42
0.41 -0.41 -0.26
0.59 -0.60 -1.55
-0.91 -0.29 0.01
-0.83 0.49 -0.02
0.06 0.17 -0.05
0.00 0.15 0.26
0.45 -0.46 0.12
-0.02 0.06 -0.10
-0.30 -0.18 0.05
0.06 -0.55 -0.23
-0.56 0.07 0.42
-0.23 -0.03 0.00
0.08 1.06 0.69
-0.65 0.07 -0.01

Summary:
SMILES string	COCC1CC1
DFT total energy	-7390.7255	eV
strongest force on any atom	1.8	eV/Å
2S+1	1
energy above the lowest of the compared OMol25 structures with the same formula, charge and spin	4.040	eV
Kohn-Sham gap	0.320	Eh

=====

# C2H5N2O

An isolated ion of composition C2H5N2O and charge +1 in a non-equilibrium geometry (ωB97M-V/def2-TZVPD, the OMol25 dataset).

Positions of all 10 atoms, in Å:
C (-0.042205, -0.496053, -0.828410)
C (-0.254751, -1.424038, 0.385670)
N (-0.577392, -0.914654, 1.475242)
N (0.256954, 1.169033, -0.680214)
O (-0.114561, -0.810957, -1.946556)
H (-0.249891, -2.462223, 0.048005)
H (-0.857998, -1.548166, 2.220732)
H (0.574487, 1.363381, 0.280587)
H (-0.577039, 1.720951, -0.889130)
H (1.001264, 1.379484, -1.355255)

Force components x, y, z for each atom (eV/Å):
-0.60 -1.01 2.52
1.63 3.59 -6.55
-0.74 -1.86 3.45
0.15 -1.39 1.39
0.26 -0.51 -2.14
-0.07 -0.11 0.51
-0.36 1.26 1.21
-0.03 0.28 -0.48
0.00 -0.16 -0.07
-0.23 -0.10 0.14

Summary:
⟨S²⟩	2.01
DFT total energy	-7170.8353	eV
strongest force on any atom	7.6	eV/Å
charge	+1
2S+1	3
energy above the lowest of the compared OMol25 structures with the same formula, charge and spin	0.532	eV
Kohn-Sham gap (spin up / spin down)	0.307 / 0.270	Eh

=====

# C26H32BN3O2PS2Zr

C26H32BN3O2PS2Zr as an isolated structure (ωB97M-V/def2-TZVPD, the OMol25 dataset).

Positions of all 68 atoms, in Å:
Zr (-0.628256, -0.137212, -0.586201)
N (-2.420645, -2.097445, 1.518748)
P (-1.334276, -0.860062, 1.874129)
C (-0.838841, -1.020887, 3.562875)
C (-1.119916, -0.004895, 4.480065)
C (-0.713190, -0.156361, 5.796280)
C (-0.043483, -1.308519, 6.186270)
C (0.236543, -2.316843, 5.269763)
C (-0.147731, -2.175872, 3.948884)
C (-2.187440, 0.688464, 1.527653)
C (-3.579504, 0.831978, 1.562577)
C (-4.155987, 2.051985, 1.244522)
C (-3.361178, 3.131224, 0.867908)
C (-1.981861, 3.000493, 0.788980)
C (-1.401586, 1.776106, 1.105181)
C (-2.650804, -2.520042, 0.225389)
C (-3.349808, -3.704787, -0.023723)
C (-3.512813, -4.122080, -1.320913)
C (-3.002980, -3.348292, -2.373092)
C (-2.373549, -2.180990, -2.060026)
N (-2.180568, -1.750351, -0.775711)
H (-2.785351, -2.670073, 2.269342)
H (-1.662094, 0.884858, 4.186094)
H (-0.928037, 0.616100, 6.521436)
H (0.263232, -1.424080, 7.217249)
H (0.758146, -3.209261, 5.586973)
H (0.085464, -2.955760, 3.232792)
H (-4.202048, -0.002871, 1.858955)
H (-5.229632, 2.171396, 1.301385)
H (-3.822257, 4.081208, 0.632050)
H (-1.364247, 3.838473, 0.496768)
H (-0.299075, 1.727396, 1.143013)
H (-3.730674, -4.286673, 0.804489)
H (-4.030464, -5.049717, -1.527059)
H (-3.116311, -3.643341, -3.405342)
H (-1.984155, -1.538965, -2.840011)
S (-1.621984, 1.156871, -2.582331)
C (-0.583738, 2.410059, -3.194546)
N (-0.637531, 2.758782, -4.450446)
C (0.332671, 3.782450, -4.887283)
C (0.708525, 4.551286, -3.624262)
S (0.489955, 3.353152, -2.255489)
H (-1.243479, 2.275992, -5.103385)
H (-0.126238, 4.425318, -5.634429)
H (1.190338, 3.268628, -5.324186)
H (0.046047, 5.392968, -3.433772)
H (1.739809, 4.892966, -3.643128)
C (4.541997, -1.873852, -0.169494)
C (3.461593, -1.280215, -1.049983)
C (3.872619, -1.284441, -2.510106)
O (2.274880, -2.154801, -0.948801)
B (1.169365, -1.435256, -1.009475)
O (1.439348, -0.001068, -0.933651)
C (2.945043, 0.100194, -0.539953)
C (3.526482, 1.296020, -1.248013)
C (2.930328, 0.270834, 0.960392)
H (4.841099, -2.840022, -0.570816)
H (4.206239, -2.013733, 0.855057)
H (5.422497, -1.228592, -0.167802)
H (4.062696, -2.312010, -2.814083)
H (4.787766, -0.713593, -2.663633)
H (3.096182, -0.874787, -3.159041)
H (3.356691, 1.268468, -2.320709)
H (4.605614, 1.297308, -1.077738)
H (3.129561, 2.221975, -0.834207)
H (2.446600, -0.563870, 1.471426)
H (2.432307, 1.204221, 1.230645)
H (3.952061, 0.334476, 1.335553)

Force components x, y, z for each atom (eV/Å):
-0.22 0.24 -0.52
0.04 -0.05 0.15
0.29 -0.15 -0.47
-0.03 0.10 0.11
-0.02 -0.03 0.07
0.00 -0.03 -0.03
0.01 0.01 0.04
0.00 -0.01 -0.02
0.04 0.02 0.00
-0.36 0.13 0.20
0.08 -0.01 -0.09
0.03 0.01 -0.01
0.02 0.06 -0.03
-0.03 -0.10 -0.02
0.24 0.08 0.10
-0.14 -0.12 0.01
0.05 0.10 0.03
-0.01 -0.03 -0.06
-0.10 0.13 0.11
0.06 -0.08 -0.04
0.13 -0.12 0.02
-0.05 0.01 -0.02
0.00 -0.01 -0.04
-0.01 0.01 -0.01
0.00 0.00 0.00
0.00 0.00 0.00
-0.01 0.00 -0.02
0.00 0.00 0.01
-0.01 -0.01 0.00
-0.01 -0.01 0.01
0.00 0.01 0.01
0.00 -0.10 0.11
0.00 0.00 0.01
0.00 0.00 0.00
-0.01 -0.02 0.00
0.03 -0.04 -0.02
0.08 0.16 -0.13
-0.36 -0.32 -0.01
0.09 0.10 0.11
-0.07 -0.12 0.02
0.03 0.03 -0.04
0.07 0.05 0.04
0.01 0.00 -0.03
0.03 0.02 0.00
0.00 0.04 -0.04
0.01 0.00 0.01
-0.01 0.00 0.01
0.07 0.09 -0.05
-0.01 -0.15 0.07
0.03 0.04 -0.04
-0.11 -0.02 -0.11
0.03 0.09 0.39
0.27 -0.08 0.26
-0.18 0.18 -0.21
0.10 -0.02 0.10
0.04 -0.05 0.14
-0.01 -0.01 -0.01
-0.02 -0.02 0.00
0.00 0.00 0.01
-0.01 0.00 0.00
0.01 -0.01 0.02
-0.03 -0.01 0.02
-0.03 -0.02 -0.01
-0.01 0.02 -0.01
-0.01 0.00 0.01
-0.01 -0.02 -0.05
-0.02 0.00 -0.03
0.00 0.03 -0.03

Summary:
DFT total energy	-68941.6441	eV
strongest force on any atom	0.6	eV/Å
charge	+3
2S+1	1
energy above the lowest of the compared OMol25 structures with the same formula, charge and spin	0.000	eV
Kohn-Sham gap	0.263	Eh